The following is a DFT calculation (ωB97M-V/def2-TZVPD) of an isolated ion of composition C2H4N3 and charge +1 in a non-equilibrium geometry.

The geometry in XYZ format:
```
9
Properties=species:S:1:pos:R:3:forces:R:3
C -1.178113 0.172168 0.105537 0.607 -1.320 -1.353
C 1.354130 0.535875 0.001490 -0.324 0.906 -1.007
N -2.271014 -0.018381 -0.223061 -2.114 -0.932 0.107
N 0.204233 -0.251723 -0.443315 -3.735 0.794 -1.094
N 1.147174 -0.834616 0.234868 1.836 -1.459 1.863
H 1.821789 0.937894 -0.867064 1.501 -0.709 -0.452
H 1.123957 1.351137 0.622877 -0.380 0.363 1.807
H -3.224384 -0.454136 -0.502189 2.345 1.433 0.719
H 1.022229 -1.438221 1.070860 0.263 0.924 -0.590
```
Forces are in eV/Å.

Computed properties:
Charge: +1
Electronic energy in eV: -6596.295
Gap between HOMO and LUMO (spin up / spin down) in eV: 8.958 / 8.957
LUMO energy (spin up / spin down) in hartree: -0.226 / -0.226
SMILES: N=C=[N+]1CN1
E_HOMO (spin up / spin down) in eV: -15.1 / -15.1
Relative energy (zero: lowest compared OMol25 entry of this formula, charge and spin) in kcal per mole: 119.2


The following is a DFT calculation (ωB97M-V/def2-TZVPD) of a 2-piece molecular cluster, C5H12N2O5 overall in a non-equilibrium geometry.

The geometry in XYZ format:
```
24
Properties=species:S:1:pos:R:3:forces:R:3
C 2.752180 -1.841094 -0.398471 -0.646 0.373 -1.440
C 1.883766 0.334889 -0.890958 1.868 -0.356 0.087
C 3.854153 0.816532 0.577224 1.716 -0.134 1.598
C 1.951467 2.275035 0.506729 -0.197 -1.633 0.911
C -9.407653 -0.502313 0.283799 -0.541 -0.380 -2.411
N 1.725499 -0.960794 -0.424582 -1.162 -5.352 1.625
N 2.694059 1.083250 0.123649 -1.306 -0.148 -1.142
O 2.404273 -3.074114 -0.110394 -1.191 -0.683 0.133
O 4.516569 -0.190865 0.099859 4.014 0.845 0.931
O 1.852762 3.016716 -0.595277 -1.228 1.026 -1.356
O -8.788057 -1.557848 0.562074 -0.468 0.490 0.848
O 0.299030 -1.341948 -0.154577 0.550 -0.014 0.042
H 2.364769 0.229094 -1.833088 0.882 0.641 -0.725
H 0.980399 0.859392 -1.048971 -0.973 0.280 0.132
H 4.293828 1.377837 1.491179 -0.936 -0.563 -1.751
H 0.959833 1.915540 0.775735 -0.105 0.194 0.208
H 2.465927 2.517583 1.389316 0.451 1.962 1.190
H -9.668179 0.168930 1.137082 0.475 -0.517 -0.594
H -9.743251 -0.239539 -0.839788 0.759 -0.664 2.557
H 3.047141 -3.787674 -0.336041 -0.170 1.381 0.351
H 5.537250 -0.204672 0.411007 -3.304 0.096 -0.759
H 2.400114 3.773924 -0.746605 0.806 0.574 0.407
H -8.592038 -2.342716 -0.016819 -0.305 1.062 -0.403
H 0.216163 -2.325142 0.037917 1.012 1.520 -0.441
```
Forces are in eV/Å.

Computed properties:
Charge: +2
Electronic energy in eV: -18574.259
Gap between HOMO and LUMO in eV: 4.773
LUMO energy in hartree: -0.316
E_HOMO in eV: -13.4
Relative energy (zero: lowest compared OMol25 entry of this formula, charge and spin) in kcal per mole: 99.4


The following is a DFT calculation (ωB97M-V/def2-TZVPD) of a 2-piece molecular cluster, C3H10NO2 overall in a non-equilibrium geometry.

The geometry in XYZ format:
```
16
Properties=species:S:1:pos:R:3:forces:R:3
C -0.066157 -0.964131 -0.337522 0.343 -0.519 -0.045
C -0.124228 -0.424259 1.073186 0.720 -1.065 1.094
C -1.144770 -1.223291 1.895090 -1.271 -1.172 -2.067
O -1.800795 -2.125005 1.379758 1.325 1.564 1.084
N 0.944964 -0.204247 -1.160246 0.540 1.243 2.044
H -1.011951 -0.788719 -0.834135 -0.230 -0.320 -0.039
H 0.204155 -2.046872 -0.364157 -0.328 0.914 -0.070
H -0.404067 0.617419 1.072382 -0.061 0.478 0.167
H 0.842179 -0.541212 1.652008 -0.732 0.279 -0.777
H -1.308078 -0.898558 2.917227 0.033 -0.010 0.502
H 0.959561 -0.521333 -2.090780 0.222 -0.737 -1.567
H 1.886975 -0.291514 -0.734690 -0.531 -0.045 -0.500
H 0.725283 0.836168 -1.195041 -0.044 -0.585 0.189
H 0.704477 3.212512 -0.705226 -0.190 -0.359 -0.112
H -0.574572 2.900930 -1.551884 1.541 -0.983 1.110
O 0.167027 2.462116 -1.015967 -1.337 1.315 -1.012
```
Forces are in eV/Å.

Computed properties:
Charge: +1
Electronic energy in eV: -8851.528
Gap between HOMO and LUMO in eV: 10.231
LUMO energy in hartree: -0.129
E_HOMO in eV: -13.7
Relative energy (zero: lowest compared OMol25 entry of this formula, charge and spin) in kcal per mole: 18.7


The following is a DFT calculation (ωB97M-V/def2-TZVPD) of C36H27N6OPPtS2 as an isolated structure in a non-equilibrium geometry.

The geometry in XYZ format:
```
74
Properties=species:S:1:pos:R:3:forces:R:3
Pt 0.381828 0.897002 0.953696 -0.270 0.581 -0.770
C 1.045723 5.104345 0.800940 0.098 -0.062 0.001
C 0.544815 3.708061 0.931259 -0.120 -0.553 0.035
N 1.292575 2.646069 0.908947 -0.277 0.324 0.006
N 2.655392 2.639352 0.752909 -0.404 -0.053 0.112
C 3.060612 1.378585 0.644393 0.129 -0.141 -0.157
O 2.313648 0.325377 0.631815 0.211 0.166 -0.114
C 4.525470 1.147161 0.524645 -0.174 -0.068 0.048
C 4.992460 -0.161917 0.436973 0.080 0.073 0.010
C 6.354907 -0.406161 0.365788 -0.037 0.023 0.000
C 7.250834 0.653269 0.381541 0.034 -0.020 0.005
C 6.785699 1.958672 0.461249 -0.008 0.003 -0.006
C 5.425553 2.207796 0.533000 0.021 0.033 -0.010
C -0.905522 3.395175 1.105982 0.365 -0.116 0.002
C -1.890405 4.359967 1.188107 -0.118 -0.163 0.044
C -3.210463 3.961587 1.391702 0.089 -0.119 -0.002
C -3.510289 2.617655 1.534236 0.160 0.013 -0.004
C -2.481248 1.684435 1.447984 -0.108 0.339 -0.011
N -1.234037 2.070064 1.208310 0.125 0.132 -0.213
H 2.130897 5.088995 0.744230 0.002 0.011 -0.001
H 0.741624 5.709248 1.656384 0.000 0.009 0.024
H 0.653566 5.577903 -0.100446 -0.022 0.004 -0.032
H 4.280588 -0.973073 0.430335 -0.059 -0.045 -0.008
H 6.716503 -1.423296 0.299814 0.015 -0.020 0.001
H 8.314587 0.461330 0.335715 0.024 -0.002 -0.019
H 7.485279 2.783408 0.469767 0.019 0.018 0.003
H 5.048641 3.218556 0.598002 -0.002 -0.002 0.010
H -1.627762 5.403435 1.100823 -0.012 0.035 -0.007
H -3.991571 4.705435 1.452903 -0.048 0.028 -0.002
H -4.517660 2.273665 1.708129 -0.062 -0.002 0.025
H -2.622400 0.620832 1.574217 -0.035 -0.031 -0.062
S 0.814473 0.796779 3.620294 2.034 -0.960 0.775
C 0.841479 -0.893876 3.691867 -1.726 -0.813 0.025
S 2.512375 -0.889350 3.593059 -0.271 1.445 0.271
C -0.172112 -1.794823 3.740500 0.315 0.073 -0.104
C 0.094129 -3.193069 3.696102 -0.063 0.093 0.094
N 0.319018 -4.319672 3.668730 0.082 -0.156 -0.036
C -1.517082 -1.322978 3.748410 0.117 0.022 -0.090
N -2.581950 -0.888540 3.763048 -0.116 0.049 0.031
N -0.545313 -0.874753 0.753044 0.053 -0.077 0.217
P -1.110034 -1.318172 -0.617682 0.015 0.129 0.008
C -0.973000 -3.109383 -0.836946 -0.136 -0.058 0.080
C -0.330041 -3.832650 0.158882 0.030 -0.015 -0.094
C -0.276137 -5.218064 0.089309 0.031 0.024 0.017
C -0.860240 -5.878011 -0.978743 -0.020 0.005 -0.037
C -1.499444 -5.157956 -1.982352 0.028 -0.033 0.022
C -1.563491 -3.778146 -1.907117 0.012 0.039 -0.002
C -2.909519 -1.036446 -0.836726 0.015 -0.093 -0.016
C -3.515673 -0.579133 -2.000719 0.029 0.014 -0.058
C -4.890647 -0.387284 -2.053178 0.001 -0.036 0.054
C -5.671238 -0.663263 -0.942683 -0.019 0.013 -0.009
C -5.077920 -1.139142 0.219796 -0.023 -0.002 0.012
C -3.708038 -1.325813 0.271059 0.060 0.036 0.023
C -0.359332 -0.566743 -2.098323 0.038 -0.058 -0.054
C 0.563693 -1.264072 -2.868935 0.023 0.021 0.043
C 1.269274 -0.621446 -3.878457 -0.024 0.017 0.010
C 1.053900 0.723030 -4.128381 0.001 0.013 0.017
C 0.123395 1.427452 -3.373432 0.004 -0.021 -0.032
C -0.573917 0.786722 -2.365580 -0.133 0.013 0.039
H 0.118162 -3.293916 0.981181 0.005 0.036 0.030
H 0.216938 -5.772050 0.875821 0.006 -0.031 0.045
H -0.826449 -6.957039 -1.030748 0.013 -0.070 -0.010
H -1.954308 -5.676444 -2.814738 -0.028 -0.024 -0.043
H -2.075711 -3.219096 -2.681229 -0.039 0.025 -0.015
H -2.915825 -0.365871 -2.875295 0.019 0.002 -0.041
H -5.350629 -0.029898 -2.963075 -0.026 0.043 -0.071
H -6.741217 -0.512707 -0.982049 -0.057 -0.002 -0.005
H -5.683033 -1.366320 1.086385 -0.037 -0.012 0.051
H -3.241307 -1.678103 1.184387 0.013 -0.011 0.011
H 0.746792 -2.311401 -2.669371 0.015 -0.039 0.003
H 1.990158 -1.172632 -4.464924 0.050 -0.039 -0.033
H 1.610179 1.225384 -4.907524 0.015 0.021 -0.047
H -0.055039 2.475319 -3.573621 -0.005 0.045 0.000
H -1.305146 1.340613 -1.783428 0.085 -0.021 0.012
```
Forces are in eV/Å.

Computed properties:
Electronic energy in eV: -82961.929
Gap between HOMO and LUMO (spin up / spin down) in eV: 5.008 / 4.924
LUMO energy (spin up / spin down) in hartree: -0.087 / -0.090
E_HOMO (spin up / spin down) in eV: -7.4 / -7.4


The following is a DFT calculation (ωB97M-V/def2-TZVPD) of C37H47AlBrN2O3Sb as an isolated structure in a non-equilibrium geometry.

The geometry in XYZ format:
```
92
Properties=species:S:1:pos:R:3:forces:R:3
Al 14.476467 12.600926 11.662201 -0.564 -2.448 1.390
C 15.197234 17.302919 12.904814 -0.051 0.361 -0.225
O 15.292226 15.937825 13.428950 -1.255 -1.114 -1.900
C 14.596908 15.041471 12.721066 0.189 -0.333 1.705
O 14.645855 13.791959 13.040149 -0.011 1.745 -1.064
N 13.793598 15.475124 11.749831 0.026 1.412 -1.050
N 13.010631 14.620597 10.939814 0.546 0.634 0.713
H 15.800438 17.890144 13.567242 0.375 0.211 0.208
H 14.165341 17.688035 12.968496 0.335 -0.287 0.101
H 15.583141 17.386735 11.858484 -0.114 -0.254 0.890
H 13.841802 16.467420 11.476607 -0.192 -0.873 0.292
H 13.257177 14.749941 9.960433 -0.208 0.228 -0.032
H 12.007282 14.856991 11.104797 0.826 -0.333 -0.156
C 20.482355 8.019579 10.688099 0.487 -0.438 -0.537
C 20.492737 9.203891 11.682565 1.021 0.503 -0.981
C 21.051510 8.800534 13.075408 -0.306 -0.475 -0.077
C 21.464286 10.254946 11.097887 -0.660 -0.061 -0.358
C 19.076001 9.751928 11.739933 -0.574 0.468 0.049
C 18.667456 10.980234 11.178376 0.039 0.351 0.212
C 17.352363 11.449808 11.375432 0.509 -2.658 0.514
Br 16.565602 13.059182 10.555770 0.657 -0.171 -0.231
C 16.422335 10.592240 11.988624 -0.394 -0.115 0.516
O 15.181187 11.063232 12.249969 -1.006 1.078 -0.850
C 16.758156 9.236958 12.381822 0.580 1.175 -1.186
C 18.116180 8.901108 12.298153 -1.144 0.635 0.122
C 15.657806 8.193221 12.615316 -0.228 -0.133 0.331
C 14.728404 8.142780 11.354691 -0.301 -0.439 0.737
C 16.254551 6.787288 12.707872 0.455 -0.836 -1.085
C 14.924003 8.487668 13.950525 0.667 0.156 -0.022
H 21.497560 7.575604 10.576383 -0.520 0.456 0.094
H 20.139545 8.329373 9.668976 0.245 -0.134 0.819
H 19.851962 7.185155 11.012491 -0.097 0.223 0.055
H 22.156036 8.882262 13.120072 -0.674 0.315 -0.073
H 20.867176 7.736701 13.301277 -0.272 0.384 -0.012
H 20.557167 9.422909 13.835568 0.503 -0.220 0.008
H 22.401348 9.770288 10.916749 0.759 -0.208 0.260
H 21.607918 11.122830 11.754799 -0.065 -0.170 -0.234
H 21.163527 10.551460 10.082419 -0.159 0.259 0.327
H 19.381494 11.580911 10.638359 0.109 0.099 0.024
H 18.437738 7.937304 12.670554 -0.028 0.014 -0.141
H 15.333642 7.934626 10.478509 0.091 -0.236 -0.133
H 14.208247 9.065346 11.155580 -0.118 0.493 0.099
H 13.937450 7.355739 11.452570 0.782 0.493 0.020
H 16.782168 6.479071 11.758110 -0.392 0.480 0.900
H 15.461867 6.046006 12.822032 -0.186 0.175 0.036
H 16.930227 6.603334 13.536202 0.171 0.293 0.211
H 14.346259 9.397697 13.900462 -0.401 0.198 -0.117
H 15.647265 8.658741 14.761625 0.027 -0.137 -0.299
H 14.317576 7.654920 14.282600 -0.339 -0.183 -0.178
C 8.361518 11.038533 10.369417 -0.096 0.652 -0.101
C 9.279279 9.991751 10.937787 -0.050 0.073 0.420
C 8.752916 8.716913 11.217991 1.090 0.278 0.182
C 9.515301 7.768470 11.931410 -1.053 -0.463 -0.011
C 10.814398 8.054468 12.323024 0.209 0.190 0.169
C 11.353275 9.306883 12.001948 -0.290 -0.512 -0.111
C 10.604538 10.271504 11.330409 0.680 -0.711 0.026
Sb 11.770417 12.050080 11.065453 -1.810 -1.143 -0.099
C 10.697395 13.120188 12.695165 -0.116 1.329 -0.645
C 9.745683 14.118637 12.367565 0.711 -0.412 0.162
C 9.333252 15.076281 13.296040 0.043 0.388 -0.359
C 9.817009 15.021665 14.595429 -0.143 0.338 0.249
C 10.639064 13.968315 14.944224 -0.043 -0.141 0.019
C 11.106314 13.024028 14.036159 0.073 -0.291 -0.829
C 12.007585 11.931652 14.513588 0.644 -0.048 0.230
C 11.229157 12.591216 8.954659 0.783 1.169 0.743
C 10.580607 13.789280 8.716209 -0.899 1.131 0.411
C 10.270533 14.284958 7.433439 1.603 -1.410 0.146
C 10.865443 13.616408 6.351654 -0.274 -0.212 0.382
C 11.579099 12.430337 6.580544 -0.255 0.987 0.169
C 11.765352 11.923806 7.858315 -0.175 -1.199 0.572
C 12.462511 10.604855 8.028829 0.322 -0.254 -0.931
H 7.366923 10.611504 10.284709 -0.172 0.055 0.058
H 8.642431 11.309938 9.329955 0.001 0.266 0.701
H 8.265833 11.938060 11.062980 0.312 -0.989 -1.049
H 7.753772 8.496519 10.847806 0.135 -0.065 0.343
H 9.020620 6.809039 12.227813 0.679 0.898 -0.443
H 11.413571 7.329784 12.890178 -0.339 0.332 -0.302
H 12.375514 9.542022 12.264194 0.136 -0.208 0.204
H 9.331434 14.111824 11.374958 -0.123 0.295 -0.260
H 8.719189 15.920080 12.966440 -0.046 -0.507 0.164
H 9.569695 15.778801 15.361771 0.006 -0.497 -0.665
H 10.950201 13.868240 15.964369 0.164 -0.013 0.433
H 13.009512 11.975561 14.020769 -0.573 -0.185 0.395
H 11.587104 10.928001 14.381259 0.035 0.217 -0.199
H 12.148110 12.069558 15.588138 0.300 -0.160 -0.130
H 10.305917 14.382624 9.592978 -0.374 -0.042 -0.398
H 9.696003 15.168025 7.282702 -0.280 0.536 0.066
H 10.770812 14.004115 5.337017 -0.081 -0.157 0.272
H 12.045722 11.912221 5.763526 -0.007 -0.166 -0.316
H 12.291379 10.013672 7.115917 0.095 -0.015 0.425
H 12.149767 10.005585 8.880920 -0.200 0.105 0.109
H 13.540210 10.746886 8.083831 0.237 -0.021 0.106
```
Forces are in eV/Å.

Computed properties:
Charge: +2
Electronic energy in eV: -131417.687
Gap between HOMO and LUMO in eV: 6.656
LUMO energy in hartree: -0.234
E_HOMO in eV: -13.0
Relative energy (zero: lowest compared OMol25 entry of this formula, charge and spin) in kcal per mole: 0.0


The following is a DFT calculation (ωB97M-V/def2-TZVPD) of a 2-piece molecular cluster, C4H11NO3 overall in a non-equilibrium geometry.

The geometry in XYZ format:
```
19
Properties=species:S:1:pos:R:3:forces:R:3
O -0.128307 3.129951 -1.549861 -0.042 -0.217 0.006
C -0.530205 2.016189 -1.493065 0.661 1.390 -0.377
C -0.000144 1.144464 -0.329614 -1.476 0.114 1.442
C 0.706304 -0.098799 -0.828775 0.240 -1.452 -2.495
N -1.226082 0.925273 0.490382 2.665 -1.811 -1.872
C -1.012672 0.111814 1.704229 -0.104 -0.706 0.612
O -1.146160 -1.307320 1.404670 0.187 1.788 0.314
H -1.237275 1.640991 -2.239637 -0.239 -0.531 0.012
H 0.771223 1.677476 0.212520 -0.351 0.562 0.478
H 0.394263 -0.529969 -1.798649 -1.189 0.165 0.441
H 1.723562 0.036730 -1.218743 0.230 0.676 1.244
H 0.625770 -0.898605 -0.107654 0.254 0.139 0.178
H -1.861251 0.426768 -0.134495 -0.838 0.520 0.201
H 0.017173 0.307955 2.020329 -0.360 0.048 0.350
H -1.773367 0.324586 2.460264 0.358 0.276 -0.080
H -1.325633 -1.366695 0.471763 -0.200 -0.701 -0.610
H 1.725874 -3.104675 -0.166594 0.183 0.304 0.418
H 1.924587 -1.834845 0.724806 -0.457 0.378 0.419
O 2.352342 -2.601286 0.378124 0.478 -0.941 -0.681
```
Forces are in eV/Å.

Computed properties:
Charge: +1
Electronic energy in eV: -11947.548
Multiplicity: 2
Gap between HOMO and LUMO (spin up / spin down) in eV: 10.064 / 5.193
LUMO energy (spin up / spin down) in hartree: -0.174 / -0.353
E_HOMO (spin up / spin down) in eV: -14.8 / -14.8
Relative energy (zero: lowest compared OMol25 entry of this formula, charge and spin) in kcal per mole: 80.5